(1)
Below is 6 unconnected molecules or ions with the total composition C17H27Cl4N3O2 at a distorted geometry, with properties calculated with ωB97M-V/def2-TZVPD.

Calculated values
Kohn-Sham gap, eV: 7.98
E_tot, eV: -76718.3146
Max |F|, eV/A: 4.533
Total charge: 0

Geometry (Å):
H1 -0.79674 5.32095 2.57226
C1 -0.72135 6.91511 4.09797
H2 -2.38251 -4.46299 -2.56812
H3 2.23276 9.73984 -3.56557
C2 -2.27198 5.74121 5.39291
C3 -1.10785 5.71045 3.53033
H4 2.63619 -8.98890 -3.19915
O1 -1.58118 -6.33745 -2.75350
Cl1 0.13178 1.37355 -2.02091
H5 -4.57305 -5.25412 -2.45411
C4 -1.48856 6.93393 5.30800
C5 1.91605 9.09223 -2.74802
H6 3.23870 9.62761 -1.36868
C6 5.84589 -9.17932 -2.62071
H7 -3.78106 -6.46250 -1.53071
N1 3.62711 -8.82236 -3.09695
O2 3.05021 8.84825 -1.89659
C7 -3.49556 -0.35557 5.88156
C8 4.30774 -7.62919 -3.32269
H8 6.45995 -7.11251 -2.82084
Cl2 0.91464 -0.86091 -3.87025
H9 -1.28651 -6.18538 -1.85259
H10 -4.21518 -6.82778 -3.23683
C9 1.44191 7.79867 -3.30000
H11 1.50737 7.01530 -2.54493
C10 4.58893 -9.76853 -2.78316
C11 5.63650 -7.80669 -2.90112
Cl3 1.13273 1.97139 -4.63224
C12 -3.85345 -6.06786 -2.54418
H12 -4.38871 -0.40160 6.48700
H13 -4.06251 -0.71089 3.80539
H14 0.41899 7.91239 -3.65888
C13 -1.88327 -0.44899 4.15323
C14 0.19229 0.82637 -3.71668
H15 -1.44372 7.68263 6.08507
H16 6.74825 -9.62662 -2.23076
H17 -1.86604 0.15437 7.31697
H18 -0.07164 7.68373 3.70617
H19 -1.37497 -0.66221 3.22448
H20 1.22467 9.58020 -2.06101
C15 -3.23890 -0.51286 4.47535
H21 -0.25876 0.08617 5.26683
C16 -2.18556 -0.02511 6.30104
Cl4 -1.46341 0.81801 -4.34281
H22 2.04877 7.54602 -4.16948
H23 3.84594 -6.75219 -3.75166
H24 4.41444 -10.82373 -2.63315
H25 -2.51766 -5.32438 -4.10456
H26 -3.03057 5.44166 6.10089
H27 -2.37568 4.10741 4.08160
N2 -2.01494 5.03640 4.24572
C17 -2.58348 -5.43339 -3.02203
N3 -1.24726 -0.11981 5.29034

Force components x, y, z for each atom (eV/Å):
0.0 -0.1 0.0
-1.7 -1.4 1.0
-0.1 0.2 0.1
-0.3 0.4 0.0
1.1 2.2 -0.3
1.5 0.5 -2.3
0.4 0.0 -0.2
2.4 -0.9 0.6
0.2 -0.5 -0.3
-0.6 -0.2 -0.2
-0.8 -1.3 0.5
1.0 0.7 1.3
-0.1 0.1 -0.1
-2.3 0.2 0.0
0.3 -0.2 -0.1
2.0 -0.1 -0.7
0.5 -0.5 -0.2
4.2 1.1 -1.4
1.0 0.0 1.2
-0.4 0.4 -0.4
-0.5 1.3 0.3
0.1 -0.3 0.1
0.0 0.0 0.2
-0.2 -0.3 -0.4
-0.1 0.0 -0.1
0.9 -0.4 0.8
-0.6 -0.1 -0.8
0.4 0.0 -0.2
-1.3 1.2 0.0
0.1 0.1 -0.3
0.3 -0.2 -0.4
-0.1 -0.2 0.1
-2.3 -0.1 -0.3
-0.1 -0.6 0.2
-0.1 0.0 -0.1
-0.2 -0.1 -0.2
0.2 0.2 -0.1
0.0 -0.3 0.0
-0.1 0.3 0.1
-0.7 0.1 -0.6
-1.2 -0.9 -0.6
-0.3 0.0 0.8
-0.5 -0.5 1.5
0.1 -0.3 0.0
0.1 -0.3 0.1
-0.2 -0.1 0.3
-0.6 0.2 0.0
-0.6 0.3 -0.1
0.3 0.0 0.0
0.2 0.3 -0.3
-0.5 0.1 1.4
-0.3 -0.2 -0.4
-0.5 0.1 0.7


(2)
Below is a molecular structure, C24H66CrK2N6O10S at a distorted geometry, with properties calculated with ωB97M-V/def2-TZVPD.

Calculated values
Spin multiplicity: 6
Kohn-Sham gap (spin up / spin down), eV: 6.19 / 7.30
E_tot, eV: -127273.3067
Max |F|, eV/A: 4.223
Total charge: +1

Geometry (Å):
H1 -0.09660 -3.50753 2.45942
H2 2.64443 -3.82680 -0.72714
O1 0.65842 -3.18187 4.24359
H3 3.44173 -1.46008 -1.25955
H4 1.84537 -3.37304 -5.38879
N1 -0.11863 -0.76420 2.57144
C1 -5.80703 -0.75703 1.88314
H5 1.26971 -3.18163 6.17676
N2 2.81662 2.65619 -0.00849
H6 -1.12869 4.70647 4.91662
O2 2.12686 5.98049 1.56934
K1 -0.35327 -3.90896 -1.29686
H7 2.36078 -0.52709 -4.41620
H8 1.07717 6.10270 3.29965
K2 2.54832 0.10297 1.58562
H9 1.94807 2.18067 -0.20750
C2 2.49059 4.06528 0.09930
C3 -2.09148 3.23224 0.34612
N3 2.61157 -2.62799 0.91744
H10 -3.10735 3.33318 3.07739
N4 -2.01189 1.26766 1.56581
C4 -4.57272 0.99962 -1.19773
H11 5.12102 -6.26009 -2.07827
C5 4.07943 -2.29938 -0.98204
C6 -0.45102 -3.03985 3.37799
H12 -3.63351 1.21962 -0.69021
H13 -0.18568 -1.13327 -5.25975
H14 -0.32552 -2.78875 -6.01519
H15 -2.83603 -2.57058 2.30649
H16 -5.00705 -0.09538 -2.74609
H17 3.37878 4.63771 -0.16816
H18 4.95552 -2.01175 -0.40080
C7 4.39971 -5.75092 -1.43909
O3 3.28402 -1.17907 -6.14955
H19 -0.45480 2.58460 1.61460
C8 -5.52956 0.52855 -0.09691
H20 -1.35937 6.20767 4.28250
C9 0.32879 -1.95666 -5.75516
N5 0.99332 -2.79319 -3.65844
C10 1.48661 -2.44143 -4.95121
H21 1.79836 -2.19067 0.50813
N6 -4.24417 -0.11228 -2.08441
H22 1.11478 5.40277 -1.04055
H23 1.79140 7.55918 2.88703
H24 -5.55944 -1.77434 2.18626
H25 0.04885 -3.13490 -3.76472
C11 4.27852 -2.10350 -6.46755
C12 2.20961 4.50211 1.55656
C13 0.35182 -3.32769 5.60733
C14 -2.03320 3.36591 2.89508
H26 -4.46458 -0.93265 -1.53804
H27 -0.72133 -0.00769 2.28067
H28 -1.55084 -1.25861 4.03236
H29 -5.94374 1.96425 -2.56278
H30 3.80428 -6.55463 -1.00595
H31 -2.80867 5.37143 4.63730
H32 3.09898 4.25237 2.13514
C15 3.36281 -3.28231 -0.11430
H33 3.32848 -1.88848 -4.13392
C16 2.66341 -1.46318 -4.88552
C17 -1.80835 5.21565 4.23332
C18 -1.54424 2.61360 1.59560
H34 3.90217 -3.08573 -6.75341
H35 -6.38538 0.01300 -0.53264
H36 -1.45647 2.93757 3.71485
H37 -2.96738 -0.75671 2.53615
H38 -1.69460 4.24580 0.40354
C19 -2.34177 -1.60096 2.24637
H39 2.20917 -3.39231 1.44089
H40 -5.91290 1.35125 0.50668
H41 -4.28039 2.36565 -2.72358
H42 3.35986 2.48097 -0.84173
H43 -3.16823 3.18468 0.18351
O4 -1.69324 4.69816 2.90222
H44 -1.27597 -3.70021 3.64534
H45 -2.94468 1.11404 1.21028
H46 -5.31515 3.14880 -1.45184
H47 3.83288 -5.07477 -2.07912
H48 1.31921 4.01234 1.95077
S1 0.07828 -0.33099 -0.85396
O5 1.12658 0.66924 -0.52752
H49 4.89602 -3.89374 1.25912
C20 1.33293 4.34836 -0.87109
O6 0.35223 -1.53900 -0.13817
H50 0.91500 -1.89397 -3.20526
H51 0.56413 -1.66347 -6.77828
Cr1 -2.11198 -0.35108 -2.40683
H52 5.05755 -2.08403 -5.70543
H53 -0.18760 -4.24051 5.86009
H54 4.78810 -1.70110 -7.34305
H55 -6.88245 -0.76661 1.70575
O7 -1.24822 0.19094 -0.60987
H56 -5.65889 -0.10729 2.74569
O8 5.10366 -5.10817 -0.44232
H57 0.42373 3.87632 -0.49872
H58 3.65259 -5.14556 1.03552
C21 2.00644 6.49062 2.88242
O9 0.00872 -0.68662 -2.25680
H59 4.37974 -2.74634 -1.92975
C22 4.25175 -4.38724 0.53146
H60 -0.29434 -2.50808 5.92165
C23 -1.08215 -1.66541 3.13628
H61 -1.54855 0.79555 0.80257
O10 -4.94280 -0.43500 0.80096
H62 0.17543 -1.19065 1.70441
H63 1.54611 3.79010 -1.78268
H64 -2.03737 -1.43192 1.21348
C24 -5.06286 2.22777 -1.97736
H65 -1.63460 2.69739 -0.48651
H66 2.87629 6.26350 3.49876

Force components x, y, z for each atom (eV/Å):
0.1 0.4 -0.6
-0.2 -0.3 -0.6
-0.1 0.2 -0.4
0.0 0.2 0.3
0.3 0.0 -0.4
1.1 0.7 0.6
0.3 -0.6 0.6
0.0 -0.5 -0.1
0.1 -0.5 0.9
-0.4 -0.8 0.2
-0.1 -1.5 -0.3
0.3 0.3 0.1
-0.3 0.3 -0.4
0.1 -0.5 0.5
0.2 0.2 0.3
0.0 -0.1 0.1
-0.2 1.1 0.0
1.6 1.4 -0.4
0.1 -0.1 1.2
-0.3 -0.9 -0.1
0.1 -1.7 1.6
0.1 0.8 2.2
0.2 0.1 0.0
0.5 -0.2 -0.1
-0.8 -0.7 -0.2
0.0 0.4 0.1
-0.2 -0.1 0.0
-0.5 -0.1 0.7
-0.7 0.1 0.0
0.1 -0.3 -0.9
0.0 0.1 -0.2
0.2 0.6 -0.4
0.1 -0.8 -0.5
-1.3 -0.1 1.5
0.1 0.2 -0.1
-0.4 -0.3 0.5
-0.1 0.3 -0.7
-0.4 0.2 -1.8
0.7 -0.2 1.8
0.5 -0.7 -1.8
0.1 0.1 -0.3
-0.5 -0.2 -0.5
0.2 -0.1 -0.1
0.6 0.1 -0.5
0.1 0.1 0.1
-0.3 0.1 -0.4
1.0 0.6 -0.9
0.8 1.5 -0.9
-0.4 1.2 0.4
0.9 -1.4 -0.5
0.2 -0.6 0.2
0.2 0.9 0.0
1.0 -0.1 0.8
-0.3 -0.1 0.0
-0.6 0.0 -0.1
-0.3 -0.7 -0.2
-0.1 -0.3 0.3
-0.3 -1.6 -0.6
0.7 -0.2 -0.3
-0.2 -0.1 0.2
1.3 1.1 -0.3
-2.5 0.7 0.7
0.0 -0.2 0.4
-0.4 0.2 -0.4
-0.4 -0.8 0.3
0.0 -0.4 0.0
-0.6 0.5 -0.9
0.4 -1.5 -0.3
-0.1 0.1 0.9
0.1 0.4 -0.1
0.0 0.7 0.0
0.3 0.2 -0.1
0.0 0.2 0.6
0.3 2.0 0.5
-0.1 -0.3 0.6
-0.7 0.7 0.6
0.5 -0.3 0.3
-0.3 0.0 0.0
-0.3 0.2 0.2
3.2 2.7 0.3
-1.6 -1.5 -0.6
0.3 -0.3 -0.1
0.1 -0.1 0.4
-0.2 -2.7 1.3
-0.4 -0.1 0.7
0.6 0.6 0.1
-0.7 -0.3 -1.2
-0.1 -0.6 0.3
0.3 -0.4 -0.2
-0.1 0.0 -0.2
0.0 0.2 -0.8
-1.7 0.6 1.0
0.2 0.2 0.0
-0.2 2.0 1.9
-0.1 0.1 0.3
-0.3 0.1 0.2
-1.0 -0.2 -0.2
-0.2 -0.1 -3.1
0.3 -0.1 0.1
0.8 0.0 -1.7
-0.2 0.2 0.1
-0.5 0.1 0.3
0.4 0.2 0.5
-0.1 0.5 -0.8
-0.1 -0.1 0.0
0.1 0.5 -0.4
-0.2 -0.1 -0.1
0.2 -1.1 -0.7
0.1 0.2 -0.3
0.0 0.0 0.1


(3)
Below is 2 unconnected molecules or ions with the total composition C8H16OS at a distorted geometry, with properties calculated with ωB97M-V/def2-TZVPD.

Calculated values
Kohn-Sham gap, eV: 8.00
E_tot, eV: -21435.3245
Max |F|, eV/A: 3.828
Total charge: 0

Geometry (Å):
H1 3.35387 0.77469 -1.21552
H2 -3.03082 0.05977 -0.19419
C1 1.99086 -1.10165 -0.29016
C2 0.23953 0.97268 -0.34359
C3 -1.87578 2.14914 0.30943
H3 -2.02666 -0.06793 2.11807
O1 3.36312 0.01995 -1.85483
H4 -0.33741 -0.53493 1.81211
H5 -1.91294 -1.23842 -0.18432
C4 -1.04076 0.30879 1.78880
H6 2.00678 -0.30292 0.41891
C5 -2.00235 -0.13793 -0.44542
S1 1.24242 2.05266 0.20572
H7 2.54205 -1.74463 -2.28955
H8 -2.05854 0.03740 -1.48028
H9 -1.27683 2.96769 0.83897
C6 -1.08774 0.78641 0.38654
H10 -2.19208 2.57314 -0.70679
H11 0.39315 -2.15643 0.91379
H12 0.23147 0.53183 -1.38880
H13 -0.52781 1.07202 2.33649
H14 0.83413 -2.77139 -0.81238
C7 2.59647 -1.01978 -1.48963
H15 2.00142 -3.11680 0.49409
C8 1.29246 -2.33649 0.15271
H16 -2.71800 2.22312 0.91981

Force components x, y, z for each atom (eV/Å):
-0.3 -1.0 -0.4
-0.6 0.2 0.6
0.4 -0.9 -0.6
-2.5 -0.1 -1.2
2.4 2.5 -0.4
0.5 0.7 0.2
0.5 1.4 -0.3
-0.3 -0.1 0.2
0.4 1.1 -0.6
1.0 -1.2 0.0
0.7 0.1 0.1
-0.5 -1.9 1.9
1.8 1.2 0.3
-0.1 -0.3 0.2
0.8 0.1 -1.6
-0.2 -0.9 -1.1
-2.5 0.4 -2.9
0.8 -1.0 1.2
2.2 -0.5 -1.6
0.5 0.5 1.4
-0.3 0.5 1.1
0.3 0.3 1.6
-0.4 0.6 1.6
-0.6 0.5 0.3
-2.3 -1.2 -0.8
-1.8 -0.9 0.9


(4)
Below is 8 unconnected molecules or ions with the total composition C24H66N2O16 at a distorted geometry, with properties calculated with ωB97M-V/def2-TZVPD.

Calculated values
Kohn-Sham gap, eV: 8.58
E_tot, eV: -61689.3147
Max |F|, eV/A: 3.817
Total charge: 0

Geometry (Å):
C1 -2.54444 1.42400 4.90288
H1 -1.36708 2.63552 -1.80347
H2 0.96756 3.69915 -7.16300
O1 0.86813 -3.88401 -3.57228
O2 -4.03324 -2.56475 -1.77614
H3 -5.34382 0.65778 -3.70506
H4 0.69995 1.45920 -1.16780
H5 4.36089 2.76022 1.08473
H6 4.82332 -0.41783 -1.65888
O3 3.63145 4.62307 -0.82936
H7 -1.05389 7.53161 0.73814
H8 -3.20411 1.56382 -1.20778
C2 -5.16188 -1.13100 5.46376
H9 -2.44153 6.89106 3.43377
H10 3.82354 -8.37933 0.31067
H11 -0.32786 -5.60916 -6.65971
H12 -1.76383 0.66330 4.89454
C3 -0.93512 -4.67402 -5.09113
H13 -0.29238 2.13288 6.08312
H14 0.96820 -5.53336 -4.80808
C4 -1.11098 2.83496 6.24156
C5 -6.94452 -1.52065 8.76284
N1 4.94585 -3.81287 -1.42178
O4 -2.40084 2.15473 6.14520
C6 -2.48455 6.99624 2.34972
C7 4.32484 4.92581 0.33927
H15 -4.75628 -2.35149 7.29284
H16 4.26750 -1.65579 -2.77454
H17 4.07552 -4.07890 -1.85981
C8 -5.79371 -1.10619 -2.81342
H18 -1.37184 -3.67994 -4.99528
H19 -5.78271 -1.68960 -3.73407
H20 6.64995 0.51498 -3.34869
H21 -4.07347 0.38059 3.82188
H22 5.86109 -2.43773 -0.20186
H23 -1.02109 3.30969 7.21862
C9 6.66050 -0.54681 -3.59483
H24 4.82356 3.32350 3.03971
H25 4.08353 -2.30849 -0.25525
H26 -4.09138 8.16932 2.53502
H27 -1.37173 -5.43754 -4.44730
H28 -4.37400 0.11991 6.74178
H29 1.11157 -4.04605 -5.63877
H30 7.64576 -0.74663 -4.01607
H31 -2.42043 1.98146 3.97447
O5 -6.34144 -1.00383 7.55616
H32 5.56974 -6.32602 -2.09972
H33 -6.01259 -0.53442 5.13436
H34 -4.92149 -1.77489 4.61776
C10 4.98342 -2.47587 -0.84710
H35 -4.77294 1.48421 4.97674
C11 -1.34230 2.14489 -0.83045
C12 1.85262 1.29596 -6.81345
H36 6.36840 -4.82092 -0.16353
H37 -2.85290 6.02853 2.00917
O6 -0.33524 8.22322 2.47483
C13 -3.93946 0.79970 4.81912
C14 5.02621 -1.42344 -2.02722
O7 2.31563 1.60722 -8.07928
H38 -6.85879 -0.88419 -2.74701
O8 4.71942 4.16193 2.58386
H39 -3.83195 -3.06964 -0.98483
O9 6.33691 -1.52887 -2.51826
O10 -0.65273 0.11736 -1.96882
C15 5.33131 -4.90693 -0.48783
H40 -6.14658 -2.69954 -1.35509
H41 1.65487 2.11027 -4.97243
O11 -3.39787 8.04318 1.88330
H42 4.77677 -4.88039 0.45020
H43 -5.34482 -1.34621 -0.77059
H44 -1.14110 3.55826 5.42669
C16 4.67018 -7.78430 0.65307
H45 -1.52018 -0.21324 -1.72423
H46 5.36766 5.06286 0.05319
O12 -2.60550 1.60672 -0.45849
C17 -1.05195 7.21017 1.77966
H47 2.99975 3.77618 1.55656
H48 6.00530 -0.81163 -4.42469
H49 2.94547 2.96460 -5.82059
H50 0.39547 -3.04861 -3.58926
O13 0.90200 3.48743 -6.22894
C18 -5.58402 -1.91291 6.73554
C19 4.06998 3.77666 1.34995
H51 2.40334 0.41386 -6.48683
C20 -5.37246 -1.99076 -1.64917
H52 -0.76855 9.05025 2.25153
H53 -6.17465 -1.78300 9.48850
C21 -0.29079 1.06157 -0.94771
N2 -4.07078 -0.22637 5.84276
H54 -1.11724 2.97191 -0.15703
H55 -7.54800 -2.42535 8.68922
C22 5.06513 -6.35769 -1.13408
H56 0.85533 0.87145 -6.92879
H57 3.84533 5.36043 -1.40571
C23 0.58174 -4.51417 -4.80918
H58 4.00830 -6.41565 -1.39457
H59 4.03035 5.90970 0.70447
C24 1.93258 2.57408 -5.91893
H60 4.23343 -6.95108 1.20360
H61 -0.43629 6.31421 1.85921
O14 -5.05375 0.10323 -2.97711
O15 5.61991 -7.29972 -0.30116
H62 5.14517 -8.45843 1.36584
H63 -6.19652 -2.76203 6.43231
H64 -7.45228 -0.77896 9.37943
H65 -0.22349 0.48972 -0.02220
H66 2.34499 0.79556 -8.59109
O16 -1.12412 -5.10689 -6.47183

Force components x, y, z for each atom (eV/Å):
-0.5 0.2 0.7
-0.4 -0.1 -0.3
0.0 0.1 -0.2
-0.1 -0.4 -0.4
-1.3 0.4 -0.8
-0.4 -0.5 -0.1
-0.1 0.1 -0.2
0.3 0.3 -0.7
0.0 0.2 0.2
-0.7 0.0 -0.9
-0.5 -0.4 -0.3
0.1 0.0 -0.2
0.1 0.0 1.6
0.1 0.5 0.1
0.0 0.1 -1.0
0.0 -0.2 -0.4
-0.2 -0.4 -0.1
1.0 0.2 -1.2
0.1 -0.1 0.0
0.4 -0.1 0.5
-1.6 -0.7 -0.8
1.5 -0.2 0.5
1.0 -1.5 0.6
0.6 0.1 -0.6
0.2 0.0 -1.0
0.8 -0.8 0.5
0.4 0.3 0.0
-0.1 -0.2 -0.2
-0.3 0.5 0.0
-0.5 -0.5 -1.3
-0.5 -0.2 0.1
0.5 -0.2 -0.2
-0.5 -0.1 0.5
0.2 -0.3 0.0
0.0 0.4 -0.2
-0.2 -0.1 -0.2
-0.4 -2.0 0.3
0.2 0.2 0.4
-0.1 0.3 0.4
0.0 -0.1 0.1
-0.1 0.4 0.3
0.3 0.7 0.0
-0.3 0.5 -0.2
0.2 -0.3 0.6
0.3 0.9 0.2
-0.7 -0.2 0.5
0.3 -0.4 0.0
-0.5 0.0 0.0
0.4 -0.2 0.2
-1.0 0.0 -1.5
0.2 0.8 -0.3
0.0 0.5 -0.7
0.1 0.0 0.3
0.2 0.0 -0.5
-0.1 -0.1 -0.3
-0.1 0.0 0.3
0.7 0.1 1.3
0.7 -0.9 1.6
0.6 0.6 -1.7
-0.2 0.1 0.7
0.0 -0.6 -0.6
-0.2 0.0 0.1
1.2 2.0 -1.6
0.4 0.6 0.0
-0.9 -0.5 -0.9
0.0 -0.5 -0.8
0.1 0.6 0.5
1.2 -0.7 0.4
-0.4 0.1 0.3
0.1 0.4 0.2
0.6 0.4 0.2
0.2 0.1 0.7
-0.2 -0.1 0.0
0.5 -0.4 0.6
0.1 -0.2 0.2
-0.5 0.7 0.4
-0.3 -0.2 -0.3
-0.4 0.6 -0.1
-0.1 0.3 -0.4
0.0 0.3 0.2
0.5 0.2 0.0
-0.9 0.1 -0.5
-0.1 1.9 0.7
0.6 0.3 1.0
1.2 1.2 1.1
0.0 0.2 0.1
0.6 -0.4 -0.1
-0.4 -0.8 0.3
-0.3 -1.6 -0.9
0.4 -0.3 0.4
-0.3 0.1 -0.7
0.9 3.7 -0.4
-0.7 0.6 0.6
-0.3 -0.2 -0.5
-0.5 -0.8 -0.1
-0.3 -0.6 0.5
-0.4 -0.2 0.7
-1.2 -2.8 0.2
0.1 0.1 0.2
-0.3 -0.2 0.1
0.7 -0.4 1.1
-1.0 -1.8 0.7
0.5 0.3 -0.1
-0.4 -0.1 0.0
-0.5 0.5 -1.0
0.1 0.2 0.4
0.0 0.1 -0.2
0.3 0.5 1.0